{
  "formula": "H16O8V",
  "method": "wB97M-V/def2-TZVPD",
  "charge": 2,
  "lumo_ev": [-6.6, -6.6],
  "de_lowest_kj_mol": 29.3,
  "homo_energy_ev": [-15.59, -19.24],
  "multiplicity": 4,
  "s2": 3.75,
  "orbital_gap_ev": [8.99, 12.63],
  "species": ["V", "O", "H", "H", "O", "H", "H", "O", "H", "H", "O", "H", "H", "O", "H", "H", "O", "H", "H", "O", "H", "H", "O", "H", "H"],
  "positions_angstrom": [[-0.16680, -0.02004, -0.12188], [-2.04480, 0.93496, 0.64512], [-2.29180, 1.01296, 1.58812], [-2.36080, 1.71196, 0.30112], [-0.57480, -0.92604, 2.29512], [-0.12980, -0.32504, 2.89012], [-0.36680, -1.80304, 2.61012], [-0.63180, 1.81196, -1.49188], [-0.27880, 2.71496, -1.37388], [-1.19580, 1.94996, -2.24088], [2.09120, 0.92696, -1.32688], [2.74420, 0.26496, -1.52188], [2.58420, 1.60096, -0.81888], [0.79320, 1.40596, 1.35512], [0.45820, 1.99096, 1.99712], [1.70620, 1.33996, 1.55012], [1.51920, -1.43804, 0.28512], [2.49820, -1.29804, 0.14212], [1.58920, -2.27104, 0.78212], [-0.09480, -0.90104, -2.25488], [0.08520, -0.37804, -3.03688], [-0.88580, -1.40904, -2.47088], [-1.54480, -1.98004, -0.12988], [-1.34580, -2.89404, -0.26988], [-2.15580, -2.02304, 0.61712]],
  "forces_ev_per_a": [[-0.177, 0.256, -0.016], [1.077, -2.681, 2.229], [0.189, -0.613, -0.432], [-1.214, 3.050, -1.911], [-0.241, 0.287, -0.624], [0.194, 0.122, 0.405], [-0.008, -0.453, 0.319], [0.693, 1.029, 0.712], [0.175, -0.545, 0.215], [-0.744, -0.382, -0.878], [-0.210, 0.700, 1.008], [0.588, -0.454, -0.525], [-0.260, -0.244, -0.564], [-0.718, -1.077, -1.498], [-0.969, 1.342, 1.203], [1.651, -0.246, 0.231], [2.435, -0.387, 0.123], [-1.497, 0.236, -0.148], [-0.742, 0.133, -0.099], [-0.482, -0.203, 0.618], [0.271, 0.300, -0.249], [-0.025, -0.197, -0.071], [-0.186, 0.739, 0.494], [0.425, -1.065, -0.502], [-0.226, 0.355, -0.043]]
}

{
  "formula": "H16S8",
  "method": "wB97M-V/def2-TZVPD",
  "charge": 1,
  "lumo_ev": [-2.5, -9.9],
  "homo_energy_ev": [-11.90, -11.55],
  "multiplicity": 2,
  "s2": 0.75,
  "orbital_gap_ev": [9.36, 1.64],
  "species": ["S", "H", "H", "S", "H", "H", "S", "H", "H", "S", "H", "H", "S", "H", "H", "S", "H", "H", "S", "H", "H", "S", "H", "H"],
  "positions_angstrom": [[-2.06001, -1.51247, -5.72155], [-0.90624, -0.60362, -5.87970], [-1.98902, -1.55437, -7.01969], [4.19291, -1.40322, 0.68040], [3.23310, -2.06545, 0.01828], [3.83274, -1.78849, 1.86539], [-2.78420, 3.00272, 4.94989], [-2.85231, 1.82168, 4.32697], [-3.91838, 3.39585, 4.40541], [0.48489, -6.07163, -1.51942], [1.18936, -5.32874, -0.57621], [-0.67249, -6.31120, -0.69152], [5.00363, 4.28023, 0.76714], [5.64503, 4.12624, -0.28806], [3.70405, 4.54283, 0.27490], [-3.20777, 4.26061, -2.58515], [-4.03725, 3.58780, -1.75702], [-3.30942, 3.55679, -3.73508], [-0.55259, -0.02435, -1.64706], [-1.41067, 0.11716, -2.72286], [-0.19336, 1.19901, -1.48265], [0.70448, -2.69102, 6.16089], [-0.21172, -2.56481, 5.15706], [0.11524, -1.97154, 7.01965]],
  "forces_ev_per_a": [[2.328, 1.887, 0.505], [-1.922, -1.500, 0.727], [-0.385, -0.373, -1.210], [0.563, 0.602, -1.319], [-0.055, -0.063, 0.190], [-0.527, -0.495, 1.118], [0.495, -0.157, 0.207], [0.024, -0.073, 0.002], [-0.519, 0.227, -0.212], [-1.007, 0.250, 1.710], [-0.810, -0.722, -0.659], [1.816, 0.473, -1.048], [-2.950, 0.600, 3.008], [1.208, -0.296, -3.106], [1.732, -0.335, 0.097], [0.337, 0.309, 0.108], [0.069, -0.192, -0.667], [-0.389, -0.161, 0.562], [-0.928, -2.021, -0.627], [0.739, 0.310, 0.790], [0.182, 1.728, -0.166], [1.063, -1.499, -2.102], [0.270, 0.106, 0.712], [-1.335, 1.394, 1.382]]
}

{
  "formula": "H16Si7",
  "method": "wB97M-V/def2-TZVPD",
  "lumo_ev": -1.7,
  "de_lowest_kj_mol": 224.1,
  "homo_energy_ev": -8.24,
  "smiles": "[SiH3][Si]([SiH3])=[Si]([SiH3])[SiH3].[SiH4]",
  "orbital_gap_ev": 6.54,
  "species": ["Si", "Si", "Si", "Si", "Si", "Si", "H", "H", "H", "H", "H", "H", "H", "H", "H", "H", "H", "H", "Si", "H", "H", "H", "H"],
  "positions_angstrom": [[1.95525, -2.39491, 0.41944], [1.27892, -0.11873, -0.02944], [2.44246, 0.15361, -1.92305], [0.85385, 1.56161, 1.38782], [-0.67133, 0.59841, 3.08287], [0.18454, 3.46616, 0.14074], [3.25066, -2.63361, 0.93369], [0.87210, -3.03367, 1.11251], [1.73709, -3.37962, -0.67555], [3.44528, -0.85196, -2.28182], [3.17369, 1.41391, -1.88161], [1.58464, 0.30296, -3.10807], [-1.99958, 1.18067, 3.39934], [0.08961, 0.18621, 4.23815], [-1.01309, -0.65286, 2.46015], [-0.46639, 4.14366, 1.31190], [-0.69218, 3.71037, -1.10742], [1.40641, 4.38150, -0.36352], [-2.17721, -2.01846, -1.69268], [-2.07694, -0.94025, -0.71762], [-0.65143, -2.15563, -1.90578], [-3.07435, -1.81486, -2.80904], [-2.79684, -3.32541, -1.49543]],
  "forces_ev_per_a": [[-1.834, 0.109, -0.979], [-0.006, -0.594, 1.281], [0.483, 0.826, -1.344], [-0.610, -0.941, -0.510], [0.178, 0.424, -1.129], [0.775, 1.762, -0.652], [1.165, 0.018, 0.661], [-0.485, -0.134, 1.379], [0.490, 0.594, -0.696], [0.083, -0.449, 0.230], [0.263, 0.485, 0.120], [-0.320, -0.132, -0.121], [0.344, 0.379, 0.058], [0.336, 0.206, 0.699], [-0.188, -0.770, -0.411], [0.044, 0.159, -0.408], [0.250, -0.854, 0.916], [-1.018, -1.129, 0.861], [1.452, -0.524, -0.361], [-0.741, 0.124, 0.511], [-1.031, -0.163, -0.428], [0.138, 1.035, -0.836], [0.233, -0.434, 1.159]]
}

{
  "formula": "H17O8",
  "method": "wB97M-V/def2-TZVPD",
  "charge": 1,
  "lumo_ev": -3.6,
  "de_lowest_kj_mol": 250.0,
  "homo_energy_ev": -13.66,
  "orbital_gap_ev": 10.08,
  "species": ["O", "H", "H", "H", "O", "H", "H", "O", "H", "H", "O", "H", "H", "O", "H", "H", "O", "H", "H", "O", "H", "H", "O", "H", "H"],
  "positions_angstrom": [[-0.78198, 0.83587, 0.03079], [0.02194, 0.77669, -0.49056], [-1.24342, -0.00393, 0.08932], [-0.48304, 1.16284, 0.88245], [1.86212, 1.23881, -2.40584], [2.26072, 2.08314, -2.61672], [2.59276, 0.62045, -2.41127], [-0.08052, 2.41297, 3.30864], [-0.38991, 3.31045, 3.43130], [0.34041, 2.18869, 4.13855], [1.52036, -3.06047, -0.52480], [1.35306, -3.86624, -0.03595], [1.69642, -2.40338, 0.14860], [-2.71456, -1.77701, -1.76492], [-3.34780, -1.76452, -2.48261], [-2.89481, -2.59409, -1.30002], [2.33829, -0.39016, 1.79708], [1.99692, -0.44038, 2.68992], [3.22784, -0.05167, 1.89895], [-0.85997, 2.41951, -4.80454], [-0.24611, 1.90115, -4.28423], [-0.82160, 3.29489, -4.41921], [-1.64520, -1.76027, 2.73833], [-2.33353, -2.42540, 2.73355], [-1.36843, -1.70790, 3.65315]],
  "forces_ev_per_a": [[0.005, 0.900, -0.244], [0.889, -0.310, -1.272], [-0.555, -1.090, 0.055], [-0.114, 0.308, 1.463], [-0.555, -0.033, 0.367], [0.104, 0.302, -0.080], [0.194, -0.310, -0.074], [-0.050, -0.304, -0.489], [-0.124, 0.290, 0.014], [0.121, -0.088, 0.221], [-0.154, 0.203, -0.256], [-0.016, -0.274, 0.067], [0.213, 0.194, 0.299], [0.297, 0.316, 0.351], [-0.150, 0.104, -0.261], [-0.007, -0.273, 0.077], [-0.423, -0.005, -0.355], [-0.071, -0.096, 0.269], [0.321, 0.079, -0.051], [-0.147, -0.081, -0.036], [0.236, -0.240, 0.069], [-0.045, 0.290, -0.005], [0.194, 0.290, -0.362], [-0.215, -0.198, -0.031], [0.054, 0.028, 0.261]]
}